Record 1
{
  "formula": "C5H10O",
  "method": "wB97M-V/def2-TZVPD",
  "charge": 0,
  "largest_force_ev_per_a": 4.00,
  "de_lowest_kcal_mol": 64.15,
  "molar_mass_g_mol": 86.13,
  "total_energy_ha": -271.650382,
  "homo_lumo_gap_ev": 11.176,
  "lumo_ev": 0.9,
  "species": ["O", "C", "C", "C", "C", "C", "H", "H", "H", "H", "H", "H", "H", "H", "H", "H"],
  "xyz": [[-1.349, -0.351, 1.336], [-1.003, 0.104, -0.383], [-0.133, -1.059, -0.749], [0.878, -0.875, 0.378], [1.172, 0.643, 0.340], [-0.135, 1.306, -0.164], [-2.074, -0.236, 0.713], [-1.883, 0.280, -1.057], [-0.675, -2.011, -0.746], [0.316, -0.919, -1.744], [1.744, -1.525, 0.355], [0.303, -1.087, 1.279], [1.454, 1.024, 1.322], [1.987, 0.849, -0.358], [-0.612, 1.967, 0.564], [0.010, 1.890, -1.086]],
  "nbo_charge": [-0.7909, 0.0747, -0.4489, -0.4186, -0.4032, -0.4496, 0.4503, 0.2167, 0.2266, 0.2119, 0.2054, 0.2586, 0.2180, 0.1997, 0.2361, 0.2131]
}



Record 2
{
  "formula": "C5H10O",
  "method": "wB97M-V/def2-TZVPD",
  "charge": 0,
  "largest_force_ev_per_a": 0.46,
  "smiles": "CC(=O)C(C)C",
  "de_lowest_kcal_mol": 0.24,
  "molar_mass_g_mol": 86.13,
  "total_energy_ha": -271.752241,
  "homo_lumo_gap_ev": 10.469,
  "lumo_ev": 0.9,
  "species": ["C", "C", "C", "C", "O", "C", "H", "H", "H", "H", "H", "H", "H", "H", "H", "H"],
  "xyz": [[-0.473, -0.452, -1.819], [0.165, 0.127, -0.560], [1.240, -0.801, 0.025], [-0.896, 0.500, 0.472], [-2.081, 0.451, 0.218], [-0.410, 0.942, 1.837], [-1.286, 0.186, -2.175], [-0.899, -1.441, -1.615], [0.273, -0.556, -2.613], [0.674, 1.072, -0.807], [0.802, -1.738, 0.389], [1.790, -0.337, 0.851], [1.972, -1.055, -0.748], [-0.192, 0.052, 2.440], [0.512, 1.531, 1.770], [-1.193, 1.517, 2.336]],
  "nbo_charge": [-0.6034, -0.3257, -0.6031, 0.6060, -0.5444, -0.7254, 0.2301, 0.2108, 0.2056, 0.2170, 0.2078, 0.2107, 0.2166, 0.2377, 0.2201, 0.2396]
}



Record 3
{
  "formula": "C5H10O",
  "method": "wB97M-V/def2-TZVPD",
  "charge": 0,
  "largest_force_ev_per_a": 0.98,
  "smiles": "C[C@H]1C[C@@H](O)C1",
  "de_lowest_kcal_mol": 21.16,
  "molar_mass_g_mol": 86.13,
  "total_energy_ha": -271.718897,
  "homo_lumo_gap_ev": 10.853,
  "lumo_ev": 1.0,
  "species": ["C", "C", "C", "C", "C", "H", "H", "H", "H", "H", "H", "H", "H", "H", "H", "O"],
  "xyz": [[2.035, 0.003, -0.387], [0.716, 0.021, 0.360], [-0.355, -1.033, 0.080], [-1.401, 0.074, 0.344], [-0.318, 1.135, 0.057], [1.887, -0.180, -1.448], [2.591, 0.947, -0.273], [2.665, -0.828, -0.050], [0.923, 0.056, 1.435], [-0.362, -1.936, 0.675], [-0.429, -1.288, -0.988], [-1.743, 0.098, 1.374], [-3.106, -0.620, -0.270], [-0.318, 2.068, 0.619], [-0.286, 1.384, -1.013], [-2.500, 0.098, -0.513]],
  "nbo_charge": [-0.6041, -0.2045, -0.4354, 0.1114, -0.4185, 0.2023, 0.2104, 0.2082, 0.1935, 0.2032, 0.2069, 0.1573, 0.4673, 0.2079, 0.2081, -0.7141]
}



Record 4
{
  "formula": "C5H10O",
  "method": "wB97M-V/def2-TZVPD",
  "charge": 0,
  "largest_force_ev_per_a": 0.41,
  "de_lowest_kcal_mol": 180.48,
  "molar_mass_g_mol": 86.13,
  "total_energy_ha": -271.465001,
  "homo_lumo_gap_ev": 8.146,
  "lumo_ev": 0.8,
  "species": ["C", "C", "C", "C", "O", "C", "H", "H", "H", "H", "H", "H", "H", "H", "H", "H"],
  "xyz": [[-0.956, 0.884, -0.434], [0.350, -0.609, 0.286], [-1.540, -0.784, -0.026], [1.186, 0.228, 1.235], [2.313, -0.260, 0.478], [1.492, -0.445, -0.695], [-1.329, 0.899, -1.459], [-0.013, 1.425, -0.435], [-1.632, 1.423, 0.231], [-1.343, -1.636, -0.674], [-1.686, -1.117, 0.999], [-2.523, -0.387, -0.353], [1.227, -0.082, 2.285], [1.133, 1.332, 1.174], [1.790, -1.326, -1.275], [1.531, 0.456, -1.336]],
  "nbo_charge": [-0.5973, -0.0154, -0.5602, -0.1464, -0.4958, -0.1501, 0.2190, 0.2119, 0.2189, 0.2330, 0.2336, 0.1911, 0.1851, 0.1437, 0.1844, 0.1444]
}